(A)
11
Properties=species:S:1:pos:R:3 method="wB97M-V/def2-TZVPD" e_homo_ev=-8.71 gap_ha=0.355 multiplicity=1
C 0.457 0.527 -0.294
C -2.160 0.012 0.443
H 3.833 0.183 0.240
H -0.217 1.377 -0.585
H 0.298 -1.460 -0.814
H -3.241 -0.105 0.445
H -1.709 0.699 1.138
N 1.682 0.767 -0.227
N -0.132 -0.712 -0.193
N -1.529 -0.741 -0.325
S 2.719 -0.547 0.172

=====

(B)
11
Properties=species:S:1:pos:R:3 method="wB97M-V/def2-TZVPD" e_homo_ev=-8.78 gap_ha=0.329 multiplicity=1
C 0.162 0.954 -1.053
C -0.717 -1.252 1.941
H 1.502 -0.365 -2.151
H 0.739 -1.049 -0.730
H 0.198 2.799 -0.928
H -0.768 -2.264 2.143
H -1.081 -0.430 2.668
N 0.791 -0.207 -1.402
N 0.657 2.067 -1.548
N -0.470 -0.968 0.677
S -1.011 0.715 0.384

=====

(B) is the most stable structure; the next one sits 8.2 kJ/mol above it.

=====

(A)
8
Properties=species:S:1:pos:R:3 method="wB97M-V/def2-TZVPD" e_homo_ev="-7.80 / -7.64" gap_ha="0.241 / 0.226" multiplicity=1
C 1.623 0.904 -0.599
C 1.282 -0.163 -0.077
C 0.715 -1.168 0.500
C -1.506 -0.032 0.568
Cl -2.502 -0.907 -0.307
Cl -1.455 1.577 0.099
H 1.511 1.885 -0.996
H 0.332 -2.096 0.812

=====

(B)
8
Properties=species:S:1:pos:R:3 method="wB97M-V/def2-TZVPD" e_homo_ev="-8.52 / -8.43" gap_ha="0.255 / 0.263" multiplicity=1
C -1.808 0.874 0.806
C -1.413 -0.015 0.079
C -0.957 -0.971 -0.702
C 1.905 -0.553 -0.565
Cl 2.968 -1.297 0.407
Cl 1.578 1.083 -0.050
H -2.319 1.837 1.051
H 0.046 -0.957 -1.027

=====

(A) is the most stable structure; the next one sits 6.2 kJ/mol above it.

=====

(A)
17
Properties=species:S:1:pos:R:3 method="wB97M-V/def2-TZVPD" e_homo_ev=-15.20 gap_ha=0.434 multiplicity=1 total_charge=+1
O 0.382 0.713 2.375
C -0.141 1.343 1.263
C 0.007 0.601 -0.025
N 0.353 -0.864 0.341
C 0.931 -1.467 -0.872
C -1.198 0.507 -1.064
O -0.577 2.429 1.310
H 0.262 1.318 3.200
H 0.840 1.119 -0.449
H -0.541 -1.329 0.571
H 0.972 -0.831 1.125
H 0.718 -2.600 -1.019
H 2.056 -1.299 -0.847
H 0.484 -1.202 -1.815
H -1.009 0.002 -2.132
H -2.046 0.060 -0.603
H -1.497 1.502 -1.358

=====

(B)
17
Properties=species:S:1:pos:R:3 method="wB97M-V/def2-TZVPD" e_homo_ev=-11.81 gap_ha=0.309 multiplicity=1 total_charge=+1
C 0.908 -1.054 0.828
C -1.800 -0.752 0.760
C 2.647 -0.036 -0.700
C -2.751 0.816 -0.806
N 1.799 0.194 0.476
O -0.541 -0.439 0.651
O -2.741 -0.147 0.260
H 0.978 -1.448 1.877
H -2.070 -1.584 1.370
H 3.715 0.350 -0.474
H 2.718 -1.134 -1.018
H 2.225 0.512 -1.520
H -1.949 1.693 -0.714
H -3.788 1.264 -0.866
H -2.675 0.337 -1.773
H 1.052 0.870 0.284
H 2.277 0.557 1.365

=====

(A) is the most stable structure; the next one sits 400.2 kJ/mol above it.

=====

(A)
10
Properties=species:S:1:pos:R:3 method="wB97M-V/def2-TZVPD" e_homo_ev=-9.11 gap_ha=0.368 multiplicity=1
C -0.234 -1.097 -0.706
N -0.421 -0.062 0.306
O -0.338 -0.660 1.668
C 0.328 1.057 0.175
C 0.983 2.057 0.082
H -1.311 -0.166 1.322
H -1.023 -1.835 -0.574
H -0.289 -0.647 -1.696
H 0.738 -1.580 -0.577
H 1.567 2.933 0.001

=====

(B)
10
Properties=species:S:1:pos:R:3 method="wB97M-V/def2-TZVPD" e_homo_ev=-8.64 gap_ha=0.353 multiplicity=1
C 1.350 -0.524 -0.126
C 0.095 -0.004 -0.095
C -0.649 1.196 0.303
N -0.470 -1.305 -0.634
O 0.887 -1.747 -0.624
H 2.431 -0.287 -0.173
H 0.096 2.030 0.395
H -1.546 1.384 -0.426
H -1.056 1.067 1.313
H -1.139 -1.811 0.067

=====

(C)
10
Properties=species:S:1:pos:R:3 method="wB97M-V/def2-TZVPD" e_homo_ev=-9.55 gap_ha=0.387 multiplicity=1
C -0.863 -0.429 -0.521
C 0.742 -0.332 -0.199
C 0.614 0.704 0.897
H -1.288 -0.821 -1.623
H -1.464 -1.233 0.301
H 1.364 -0.010 -1.150
H 1.194 -1.331 0.216
H 1.456 1.071 1.434
N -0.512 1.337 0.875
O -1.243 1.044 -0.229

=====

(C) is the most stable structure; the next one sits 16.1 kJ/mol above it.

=====

(A)
10
Properties=species:S:1:pos:R:3 method="wB97M-V/def2-TZVPD" e_homo_ev=-7.02 gap_ha=0.296 multiplicity=1
O 2.686 -0.836 0.715
C 2.003 -0.452 -0.113
C -0.154 1.250 0.310
N -0.761 0.067 0.247
C -0.788 -0.865 -0.699
H -0.267 1.833 1.211
H 0.286 1.658 -0.587
H -1.223 -0.206 1.108
H -1.361 -1.761 -0.517
H -0.362 -0.638 -1.665

=====

(B)
10
Properties=species:S:1:pos:R:3 method="wB97M-V/def2-TZVPD" e_homo_ev=-9.08 gap_ha=0.350 multiplicity=1
O -1.027 0.908 1.550
C -1.154 -0.170 1.007
C -0.163 -0.647 -0.063
C 0.728 0.387 -1.133
N 1.113 -0.060 0.143
H -1.992 -0.837 1.354
H -0.243 -1.733 -0.287
H 1.185 -0.036 -2.049
H 0.671 1.493 -1.256
H 0.905 0.741 0.732

=====

(A) is the most stable structure; the next one sits 7.1 kJ/mol above it.

=====

(A)
10
Properties=species:S:1:pos:R:3 method="wB97M-V/def2-TZVPD" e_homo_ev=-8.72 gap_ha=0.324 multiplicity=1
C 0.490 -0.495 0.118
C -0.404 0.695 -0.004
C -1.742 0.197 -0.130
H 2.489 -1.221 0.356
H 2.046 0.653 -0.145
H -0.130 -1.374 0.195
H -0.013 1.750 0.077
H -2.470 1.165 -0.055
N 1.836 -0.376 -0.286
O -2.102 -0.995 -0.126

=====

(B)
10
Properties=species:S:1:pos:R:3 method="wB97M-V/def2-TZVPD" e_homo_ev=-9.61 gap_ha=0.383 multiplicity=1
C -0.266 -0.240 -0.197
C 2.112 0.411 -0.061
C -1.683 -0.081 0.193
N 0.552 0.679 0.077
O 2.637 -0.610 0.242
H 0.139 -1.088 -0.656
H 2.685 1.410 -0.384
H -1.807 0.850 0.513
H -1.962 -0.930 0.811
H -2.407 -0.402 -0.538

=====

(C)
10
Properties=species:S:1:pos:R:3 method="wB97M-V/def2-TZVPD" e_homo_ev=-9.96 gap_ha=0.403 multiplicity=1
O -2.181 -0.105 -0.514
C -1.230 -0.842 -0.383
N -0.086 -0.536 0.343
C 1.109 0.058 -0.247
C 0.251 0.804 0.720
H -1.199 -1.880 -0.739
H 2.075 -0.341 0.058
H 1.029 0.334 -1.298
H -0.360 1.620 0.334
H 0.537 0.828 1.760

=====

(D)
10
Properties=species:S:1:pos:R:3 method="wB97M-V/def2-TZVPD" e_homo_ev="-11.57 / -9.71" gap_ha="0.372 / 0.295" multiplicity=1
C -2.002 -0.064 -0.255
C 0.198 0.828 -0.531
C -0.892 0.279 0.414
N -3.012 -0.495 -0.589
O -0.043 -1.923 0.800
H 0.969 0.089 -0.762
H -0.282 1.078 -1.416
H 0.609 1.698 -0.110
H -0.835 0.649 1.452
H 0.811 -1.756 0.472

=====

(C) is the most stable structure; the next one sits 32.4 kJ/mol above it.